Computed, not measured: C27H54AsF6O27Rb as an isolated structure in a non-equilibrium geometry, with wB97M-V/def2-TZVPD.

Structure (ORCA input):
```
! wB97M-V def2-TZVPD RIJCOSX def2/J DEFGRID3
* xyz 1 2
Rb 3.75073 -1.94703 2.54077
As 0.24966 -0.45661 0.81889
F -0.37369 -1.94980 0.06764
F 0.59576 0.35314 -0.80928
F 1.03231 0.86997 1.76532
F -0.06980 -1.31281 2.47108
F 1.84475 -1.27543 0.74080
F -1.36327 0.28121 0.84566
C -4.07267 2.91179 1.96404
O -2.70646 2.99399 2.51067
C -2.16721 2.09105 3.25549
O -0.92818 2.10641 3.51433
O -3.08691 1.21174 3.69310
C -2.69644 -0.07891 4.23048
H -4.36922 1.95354 1.53753
H -3.96442 3.67538 1.19376
H -4.86200 3.30569 2.60429
H -3.61109 -0.58144 4.54510
H -2.09322 0.08843 5.12280
H -2.20359 -0.70024 3.48274
C 1.73823 -4.13104 -0.90389
O 2.63850 -5.03981 -0.23209
C 2.67065 -5.11600 1.16368
O 2.08843 -4.35242 1.92153
O 3.17892 -6.33722 1.56524
C 3.48955 -6.63147 2.88855
H 2.12533 -3.88299 -1.89219
H 1.71774 -3.16648 -0.39663
H 0.70230 -4.46943 -0.92460
H 4.35883 -7.27436 3.02701
H 2.60574 -7.09926 3.32234
H 3.60765 -5.66309 3.37472
C 1.20332 5.99464 -1.79581
O 1.42015 5.14463 -0.60241
C 0.59133 4.03621 -0.25404
O 0.50772 3.48966 0.84278
O -0.16922 3.64029 -1.39302
C -1.47370 3.07669 -1.11407
H 0.30394 6.57106 -1.57913
H 1.37005 5.47536 -2.73955
H 2.03589 6.69576 -1.73787
H -1.55861 2.11332 -1.61686
H -2.23755 3.75376 -1.49645
H -1.84708 2.99354 -0.09340
C -3.15134 1.96026 -5.98108
O -2.60222 1.13189 -5.01223
C -1.45831 0.57558 -5.08579
O -0.76281 0.40895 -6.12766
O -1.07454 0.08590 -3.91603
C -0.07616 -0.97083 -3.82891
H -3.99282 2.56996 -5.65202
H -3.55074 1.39997 -6.82645
H -2.40068 2.72594 -6.17694
H -0.60728 -1.65914 -4.48638
H -0.09992 -1.35244 -2.80818
H 0.92819 -0.78479 -4.20939
C 2.11860 1.99328 -2.90388
O 3.26457 1.34424 -3.56349
C 4.41340 1.95548 -4.01492
O 4.81918 3.09573 -3.86285
O 5.03328 1.04032 -4.72823
C 6.34477 1.29362 -5.31214
H 2.45594 2.30803 -1.91634
H 1.38200 1.19722 -2.79527
H 1.81054 2.88407 -3.45131
H 6.26146 2.20315 -5.90706
H 6.72774 0.46012 -5.90097
H 6.99256 1.48720 -4.45716
C -0.89693 -0.05498 8.45768
O -0.46048 0.73434 7.30142
C 0.40783 0.39176 6.36676
O 0.66843 1.05846 5.35783
O 0.75230 -0.86000 6.65947
C 1.67830 -1.57135 5.90642
H -1.34384 0.68112 9.12591
H -0.05686 -0.45860 9.02291
H -1.53466 -0.88277 8.14757
H 2.67361 -1.14576 6.03429
H 1.45852 -1.55311 4.83897
H 1.62432 -2.60329 6.25321
C -6.53480 2.38615 -3.25342
O -5.62823 1.31887 -3.03289
C -4.70107 1.34280 -2.12320
O -4.52097 2.25890 -1.26070
O -4.16098 0.08193 -2.21814
C -3.36344 -0.41135 -1.17601
H -6.03076 3.32930 -3.04246
H -7.42875 2.34172 -2.63134
H -6.80706 2.45708 -4.30648
H -3.17986 0.35155 -0.41945
H -2.44435 -0.68826 -1.69243
H -3.64006 -1.35418 -0.70416
C 4.48661 0.54168 -0.08544
O 4.97333 1.82248 -0.40694
C 4.42352 2.93759 0.02151
O 3.69292 3.18428 0.99704
O 4.89686 3.86892 -0.81170
C 4.74034 5.30295 -0.60844
H 4.79931 0.31321 0.93344
H 4.99288 -0.16631 -0.74160
H 3.42371 0.37792 0.09214
H 4.47005 5.66059 -1.60199
H 5.67203 5.61488 -0.13648
H 3.98245 5.59474 0.11860
C -3.54784 -8.09039 -0.23479
O -3.08142 -7.24494 0.75732
C -2.89322 -5.96244 0.50729
O -3.37635 -5.34385 -0.42487
O -2.03357 -5.52690 1.45400
C -1.95225 -4.18551 1.73875
H -4.58180 -7.88656 -0.51313
H -3.73432 -9.07523 0.19348
H -2.82203 -8.18020 -1.04303
H -1.60086 -4.09388 2.76647
H -2.90633 -3.67475 1.86890
H -1.30280 -3.65378 1.04335
*
```

Properties
Kohn-Sham gap (alpha / beta): 8.76 / 3.86 eV
Energy: -5951.394687 Ha
HOMO energy (alpha / beta): -11.55 / -11.55 eV
ΔE to the lowest compared entry with this formula, charge and spin: 22.50 kcal per mole
LUMO level (alpha / beta): -2.8 / -7.7 eV

---

Computed, not measured: a 10-piece molecular cluster, C27H54BCl19FN6O2 overall in a non-equilibrium geometry, with wB97M-V/def2-TZVPD.

Structure (ORCA input):
```
! wB97M-V def2-TZVPD RIJCOSX def2/J DEFGRID3
* xyz 1 1
C 3.19578 -4.23189 -0.01105
N 4.20818 -3.11948 0.20039
C 3.72329 -1.87732 -0.50972
N 2.61469 -1.33677 0.31831
F 2.64783 -1.65644 1.63933
C 1.58324 -0.57548 -0.06237
N 0.62365 -0.23509 0.94855
C -0.31961 0.51878 0.16940
C -1.59450 1.12311 0.87162
C -2.84393 0.12164 0.99614
C -2.40434 -1.40990 0.93016
Cl -3.89560 -2.43547 1.32195
N 0.13815 0.58379 -1.17231
B -0.78180 1.33359 -2.09511
N -1.76264 0.51384 -2.89772
O -0.83171 2.73795 -2.29220
N 1.34195 -0.06505 -1.37885
C 2.07005 -0.13399 -2.65683
C 3.42165 0.74238 -2.46064
O 4.41224 0.65299 -3.19292
H 2.51354 -4.17856 0.91263
H 3.68429 -5.24781 -0.11168
H 2.51824 -4.05337 -0.90859
H 5.00107 -3.42109 -0.40072
H 3.43816 -2.22174 -1.55143
H 4.62308 -1.14800 -0.51309
H -1.27661 1.37948 1.94267
H -1.95298 2.08721 0.39449
H -3.27729 0.31322 2.03944
H -3.68854 0.35394 0.25560
H -2.07823 -1.60754 -0.15224
H -1.58189 -1.67933 1.67653
H -2.67259 0.46423 -2.41062
H -1.43184 -0.46956 -2.88316
H -0.08084 3.10749 -1.76524
H 1.54338 0.35254 -3.54329
H 2.30839 -1.20088 -3.00572
H 3.40245 1.51496 -1.61473
Cl -1.32845 3.72309 3.31604
C 0.21157 4.61495 3.21505
C 0.52294 5.05878 1.80027
Cl 0.90852 3.67973 0.73289
H 0.99971 3.97589 3.61623
H 0.11582 5.48587 3.86562
H 1.39648 5.71265 1.80009
H -0.30963 5.60602 1.35894
Cl -3.73915 1.50751 4.08351
C -4.86614 0.13717 4.27039
C -6.29884 0.59603 4.44469
Cl -6.55900 1.40676 6.00821
H -4.53108 -0.46289 5.11749
H -4.77876 -0.47072 3.36736
H -6.96875 -0.26532 4.41896
H -6.59875 1.28364 3.65227
Cl -3.66955 -1.77094 -3.19584
C -4.05991 -1.02336 -4.76751
C -5.17620 -1.75352 -5.48449
Cl -4.67243 -3.36747 -6.04244
H -3.14821 -0.99761 -5.36569
H -4.36064 0.00545 -4.56236
H -5.47658 -1.19125 -6.37038
H -6.05215 -1.87386 -4.84518
Cl 5.58784 1.14930 1.35024
C 5.25310 -0.08143 2.59781
C 6.19767 0.02929 3.77617
Cl 7.86263 -0.43175 3.34672
H 5.31124 -1.06493 2.12798
H 4.22535 0.07624 2.92964
H 5.87700 -0.64543 4.57191
H 6.21953 1.04327 4.17857
Cl 7.87766 2.09622 -6.44154
C 7.54363 0.86930 -5.19406
C 8.49324 0.97525 -4.01887
Cl 10.15530 0.50653 -4.45266
H 7.59562 -0.11399 -5.66400
H 6.51802 1.03166 -4.85774
H 8.17231 0.30185 -3.22174
H 8.52108 1.98905 -3.61650
Cl 1.25935 4.57847 -2.54738
C 2.50251 5.82936 -2.80802
C 2.95299 6.46232 -1.50692
Cl 1.67780 7.46253 -0.76614
H 2.09657 6.57157 -3.49652
H 3.34744 5.33969 -3.29532
H 3.80429 7.12027 -1.69053
H 3.25724 5.70848 -0.77883
Cl -2.79678 7.44525 1.97508
C -2.40173 9.03413 1.27126
C -1.07103 9.02680 0.54596
Cl 0.30604 8.85461 1.66413
H -2.41599 9.77211 2.07447
H -3.20324 9.27703 0.57164
H -0.93268 9.97199 0.01793
H -1.01676 8.21822 -0.18521
Cl -0.92611 -5.40626 0.95300
C -2.00664 -6.82093 1.07736
C -3.45662 -6.41956 1.24832
Cl -3.76564 -5.67451 2.83618
H -1.66119 -7.43855 1.90753
H -1.88673 -7.39215 0.15529
H -4.09506 -7.30177 1.18366
H -3.77125 -5.71477 0.47648
Cl -5.90207 -9.05616 0.76551
C -6.22684 -10.28018 2.01852
C -5.28284 -10.15334 3.19626
Cl -3.61228 -10.60181 2.77009
H -6.16047 -11.26524 1.55461
H -7.25561 -10.12911 2.34983
H -5.59699 -10.82553 3.99671
H -5.27004 -9.13638 3.59194
*
```

Properties
Kohn-Sham gap: 9.15 eV
Energy: -10408.280480 Ha
HOMO energy: -12.12 eV
LUMO level: -3.0 eV

---

Computed, not measured: C27H54BaN2O17S5 as an isolated structure in a non-equilibrium geometry, with wB97M-V/def2-TZVPD.

Structure (ORCA input):
```
! wB97M-V def2-TZVPD RIJCOSX def2/J DEFGRID3
* xyz 0 1
Ba 16.43206 -6.12917 21.25797
O 18.39041 -5.24848 26.04757
C 18.31611 -6.10386 27.17683
C 17.04603 -7.11469 27.36780
O 16.51938 -7.81674 26.19630
H 18.39890 -5.56146 28.11866
H 19.23620 -6.68704 27.13872
H 16.24693 -6.52878 27.82196
H 17.30300 -7.88831 28.09139
O 23.22175 -7.96327 20.74290
S 24.66323 -7.93350 20.85506
O 25.44304 -8.93808 21.54785
O 25.18827 -7.81022 19.27347
C 26.59969 -7.60915 19.09846
C 26.92157 -8.14337 17.66878
C 25.10452 -6.24009 21.52922
H 27.11374 -8.34096 19.72160
H 26.96002 -6.61096 19.34723
H 26.56941 -9.17028 17.57117
H 28.00481 -8.17766 17.55260
H 26.65218 -7.49864 16.83220
H 26.16533 -6.22643 21.77940
H 24.53449 -6.01564 22.43078
H 24.82866 -5.43489 20.84831
O 21.93330 -4.63479 13.82746
S 20.75176 -5.43410 13.75121
O 19.86919 -5.74186 14.86825
O 19.81548 -4.82084 12.50674
C 20.39856 -4.59774 11.27703
C 19.84721 -3.30426 10.83502
C 21.19473 -7.05776 13.00141
H 20.25001 -5.47061 10.64131
H 21.47880 -4.48653 11.37086
H 18.84777 -3.16305 11.24646
H 19.86968 -3.22745 9.74796
H 20.54323 -2.55516 11.21250
H 22.00425 -6.90716 12.28721
H 20.24507 -7.49394 12.69155
H 21.57205 -7.68761 13.80703
O 17.60633 -14.39542 17.48985
S 16.59758 -13.91885 18.44788
O 16.25998 -12.47326 18.56380
O 15.16809 -14.75690 18.20441
C 15.20403 -15.98125 17.57779
C 13.75230 -16.43381 17.28018
C 17.02871 -14.66689 20.05757
H 15.62704 -16.72257 18.25575
H 15.78529 -15.99456 16.65579
H 13.71209 -17.43398 16.84874
H 13.25088 -15.76876 16.57707
H 13.21110 -16.46277 18.22589
H 16.26945 -14.30005 20.74827
H 18.01954 -14.24238 20.21926
H 17.06487 -15.74101 19.87572
O 13.55084 -6.08898 14.94444
S 12.88433 -6.46915 13.70607
O 11.49777 -6.07528 13.48551
O 13.82442 -5.93172 12.45947
C 13.40455 -5.96308 11.16389
C 12.68473 -4.68662 10.75486
C 13.09771 -8.30531 13.41571
H 12.78542 -6.81346 10.87818
H 14.29025 -6.18189 10.56744
H 13.23907 -3.82113 11.11781
H 11.70301 -4.68090 11.22845
H 12.59178 -4.57018 9.67508
H 12.54361 -8.81437 14.20432
H 14.13280 -8.56711 13.63515
H 12.85239 -8.50854 12.37330
O 9.32844 -10.87238 21.08056
S 10.00982 -10.42907 22.30519
O 11.10668 -9.47828 22.17620
O 8.90674 -9.76364 23.32403
C 9.33591 -9.10888 24.54964
C 8.58696 -9.59322 25.83732
C 10.50522 -11.76840 23.45042
H 9.11108 -8.05282 24.40030
H 10.40343 -9.27307 24.69645
H 8.97362 -10.53913 26.21658
H 7.52542 -9.68790 25.60864
H 8.60894 -8.85905 26.64269
H 11.17952 -12.44264 22.92240
H 9.60326 -12.34905 23.64382
H 11.03972 -11.36854 24.31211
N 11.34978 -2.62240 22.58301
C 10.31453 -2.14439 21.84327
C 9.10304 -1.61218 22.35936
C 8.93354 -1.66097 23.71732
C 10.02268 -2.06154 24.52578
C 11.20510 -2.53502 23.95517
H 10.57585 -2.12216 20.79560
H 8.39215 -1.13453 21.70140
H 8.09084 -1.15676 24.16682
H 9.86905 -1.96038 25.58999
H 12.00135 -2.99178 24.52415
N 16.93694 0.02410 19.35698
C 16.99542 0.49888 18.05300
C 17.02493 1.83117 17.71907
C 17.01197 2.76542 18.75804
C 16.96924 2.38496 20.07518
C 16.96009 1.02009 20.29742
H 16.87087 -0.24140 17.27656
H 17.01765 2.15229 16.68794
H 16.92253 3.82911 18.59385
H 17.01601 3.10872 20.87542
H 16.96778 0.61155 21.29714
*
```

Properties
Kohn-Sham gap: 2.66 eV
Energy: -4465.659762 Ha
HOMO energy: -4.75 eV
ΔE to the lowest compared entry with this formula, charge and spin: 334.99 kcal per mole
LUMO level: -2.1 eV

---

Q: energy of number 1 (C27H54AsF6O27Rb)?
A: -5951.394687 Ha

---

Q: The highest energy belongs to which entry?
A: C27H54BaN2O17S5

---

Q: The highest energy belongs to which entry?
A: C27H54BaN2O17S5

---

Q: Among the records above, which one has the lowest energy?
A: C27H54BCl19FN6O2